1.
Formula: C4H10BrOPS3
Source: the OMol25 dataset
Level of theory: ωB97M-V/def2-TZVPD

The geometry in XYZ format:
```
20
Properties=species:S:1:pos:R:3:forces:R:3
C 1.899967 0.428152 -2.376684 0.0532 0.0519 -0.0229
C -1.445013 -1.083519 2.055798 0.0325 0.0093 0.0756
C 1.952637 1.211797 -1.080848 -0.1940 0.0252 -0.1971
C -2.674066 -0.321070 1.616779 0.0577 0.1231 -0.2438
O -0.717023 2.617969 -0.983611 -0.2248 0.6562 -0.6489
P -0.937043 1.301894 -0.401092 0.2653 -1.4663 0.0879
S 0.918709 0.428164 0.198998 -0.8920 0.0856 -0.0422
S -2.340127 1.420123 1.156926 0.3261 -0.3463 -0.5802
S -1.896149 -0.802429 -2.669517 0.2618 1.8027 1.1552
Br -1.333645 -2.563784 -1.597164 0.2540 -0.6038 0.3365
H 2.269269 -0.585005 -2.228602 -0.0318 -0.0529 -0.0499
H 0.877744 0.377695 -2.745302 -0.0363 -0.0777 -0.0836
H 2.513427 0.919110 -3.129791 0.0674 0.0239 -0.0748
H -0.821008 -1.349877 1.204993 -0.0272 -0.0861 -0.0131
H -0.849037 -0.494164 2.749453 0.0277 -0.0036 0.0952
H -1.750878 -1.999721 2.553261 0.0197 -0.1636 0.0275
H 1.594226 2.233697 -1.208735 0.1506 -0.0590 0.0720
H 2.957470 1.224846 -0.659347 -0.0360 0.0408 0.1281
H -3.393060 -0.222535 2.431042 -0.0201 0.0630 -0.0481
H -3.170853 -0.793882 0.771344 -0.0539 -0.0223 0.0266
```
Positions in Å, forces in eV/Å.

Energy above the lowest of the compared OMol25 structures with the same formula, charge and spin ... 0.0 kcal/mol
HOMO energy (spin up / spin down) ... -8.3 / -8.3 eV
Molar mass ... 281.202 g/mol
LUMO level (spin up / spin down) ... -2.5 / -2.5 eV

***

2.
Formula: C4H10BrP
Source: the OMol25 dataset
Level of theory: ωB97M-V/def2-TZVPD

The geometry in XYZ format:
```
16
Properties=species:S:1:pos:R:3:forces:R:3
C 1.225937 -1.611568 -0.330578 -1.0754 0.7543 3.3218
C -0.021518 -0.728166 -0.667090 1.5308 -1.0114 -2.5806
C -0.441964 0.305351 0.309053 -1.0212 2.2947 2.1130
C 0.703531 1.351275 0.470901 -2.1348 0.0686 -4.3138
P -2.007876 1.238397 -0.323698 0.5147 -1.0764 -0.2177
Br -3.456582 -0.415289 0.248914 0.0314 0.3459 -0.1437
H 2.121898 -1.296975 -0.748703 1.4375 0.2306 -1.6611
H 1.562149 -1.580926 0.752764 -0.9491 0.2239 -0.6715
H 0.967611 -2.637740 -0.444569 0.2410 -0.7997 -0.6798
H -0.732226 -1.500856 -1.011634 -0.4675 0.9583 0.4603
H 0.282672 -0.153509 -1.646458 -0.7447 -0.8726 1.6252
H -0.788850 0.102086 1.363555 0.6100 -1.0593 -1.1871
H 0.547385 2.090962 -0.397637 0.5743 -0.7503 1.0556
H 0.690152 1.906669 1.322904 -0.1187 1.3044 2.5892
H 1.632733 0.894800 0.298441 1.3504 -0.5678 0.0156
H -2.285054 2.035485 0.803841 0.2213 -0.0430 0.2747
```
Positions in Å, forces in eV/Å.

Energy above the lowest of the compared OMol25 structures with the same formula, charge and spin ... 6.5 kcal/mol
HOMO energy ... -9.2 eV
Molar mass ... 169.002 g/mol
LUMO level ... 0.5 eV
SMILES string ... CC[C@@H](C)PBr

***

3.
Formula: C4H10Cl8FO5PS2
Source: the OMol25 dataset
Level of theory: ωB97M-V/def2-TZVPD

The geometry in XYZ format:
```
31
Properties=species:S:1:pos:R:3:forces:R:3
O 5.017626 3.110068 2.130655 -2.4538 -1.1349 -5.9070
S 4.465497 2.932405 0.662432 3.3685 3.0634 5.6741
O 5.048966 1.400501 0.105119 -4.0738 -0.6856 -0.4182
F 6.363223 1.348504 0.316953 2.6803 0.3291 0.7806
O 2.771776 2.927504 0.857961 -0.4390 -3.8201 -0.8172
P 1.999502 1.674303 -0.074939 -2.5738 -1.7512 -1.6739
O 2.360769 0.044231 0.531368 -0.4512 4.8522 1.7222
O 0.256666 1.871657 0.208031 4.3205 0.5602 2.6508
S 2.284338 1.786701 -1.997810 0.1807 -0.0259 1.9393
H 2.454163 0.211599 1.535274 -0.1080 -0.8851 -1.8446
H 0.240212 2.170416 1.185131 -0.5487 -0.5751 -1.8839
C -2.278082 -0.608366 -0.863328 0.3676 0.0222 0.2829
Cl -4.034194 -0.808581 -0.897204 -0.0772 -0.0487 0.1315
Cl -1.622032 -0.470140 -2.499014 0.0751 0.0149 0.0669
H -2.034145 0.298313 -0.304368 -0.1175 -0.1793 -0.2473
H -1.830487 -1.476006 -0.372554 -0.1850 0.1901 -0.2477
C -3.475680 -3.972792 1.096042 -0.4521 -0.2226 -0.0110
Cl -2.678863 -4.746980 -0.279051 -0.1026 0.0346 0.0382
Cl -2.367059 -2.889806 1.946381 -0.0460 0.0393 0.1167
H -4.329283 -3.394979 0.733408 0.3475 -0.0346 0.0181
H -3.820084 -4.744754 1.788472 0.2400 0.1801 -0.1634
C 1.629231 1.360691 -5.941905 -0.3545 -0.0598 0.0855
Cl 2.426048 0.586502 -7.316997 -0.1012 -0.0502 -0.0140
Cl 2.737852 2.443677 -5.091565 -0.0611 0.0619 -0.1548
H 0.775628 1.938503 -6.304538 0.3249 -0.0913 0.0405
H 1.284826 0.588728 -5.249475 0.2171 0.1761 -0.1486
C -2.726653 -0.863760 4.800757 -0.0521 -0.3960 0.0816
Cl -3.285421 -0.047844 6.266098 0.0043 -0.1037 0.0017
Cl -2.203401 0.305085 3.582158 0.0522 -0.0219 -0.1170
H -1.885818 -1.513942 5.054268 -0.1747 0.2754 -0.0495
H -3.545123 -1.461437 4.392239 0.1934 0.2866 0.0676
```
Positions in Å, forces in eV/Å.

HOMO energy ... -9.9 eV
Molar mass ... 535.849 g/mol
LUMO level ... -1.1 eV

***

4.
Formula: C4H10ClN2
Source: the OMol25 dataset
Level of theory: ωB97M-V/def2-TZVPD

The geometry in XYZ format:
```
17
Properties=species:S:1:pos:R:3:forces:R:3
C -0.892640 -1.394906 0.184882 -3.1511 0.7264 -1.1706
C -0.114386 -0.815392 -0.972647 1.0186 -2.8229 0.0152
C 0.640774 0.435359 -0.728437 0.2763 2.3772 0.5715
N -0.254936 1.604304 -0.614287 3.8402 2.4873 -1.1261
C 1.100704 0.216784 0.759413 1.6688 -0.3865 -2.7544
N 0.447455 0.927850 1.536156 -1.3416 0.7403 2.6916
Cl 2.343212 -0.896072 1.062797 -0.6051 0.5295 0.3128
H -1.591817 -0.629306 0.622095 0.0616 -0.7045 -0.7208
H -0.398267 -1.690783 1.019919 2.0194 -1.2026 2.2623
H -1.479838 -2.279666 -0.187586 0.4376 1.0164 0.4720
H 0.619185 -1.569373 -1.287983 -0.0278 0.0323 0.1009
H -0.851074 -0.893339 -1.713463 -0.6040 1.1672 -1.8124
H 1.524559 0.678283 -1.393661 -1.1043 -0.5987 0.7238
H -0.083160 2.496593 -1.153840 0.2225 -1.7727 0.7502
H -1.166537 1.406360 -0.669416 -4.2520 -1.2208 -0.7651
H 0.417899 0.842253 2.537893 0.4295 -0.0413 0.4031
H -0.261132 1.561052 0.998166 1.1115 -0.3265 0.0460
```
Positions in Å, forces in eV/Å.

Energy above the lowest of the compared OMol25 structures with the same formula, charge and spin ... 30.5 kcal/mol
HOMO energy ... -14.9 eV
Molar mass ... 121.591 g/mol
LUMO level ... -4.2 eV
Charge ... +1
SMILES string ... CC[C@@H](N)C(=[NH2+])Cl

***

5.
Formula: C4H10ClN2
Source: the OMol25 dataset
Level of theory: ωB97M-V/def2-TZVPD

The geometry in XYZ format:
```
17
Properties=species:S:1:pos:R:3:forces:R:3
C -2.225738 1.729874 0.022011 -1.8166 0.2684 3.7345
N -0.993496 1.078522 0.319514 1.3360 -0.9003 -1.4217
C -0.716160 -0.092475 -0.145954 4.5862 -2.9270 2.5431
Cl -1.932047 -1.102974 -0.627517 0.1122 -0.8261 -0.5292
N 0.783340 -0.794541 0.285290 -4.9162 2.0704 -0.4092
C 1.844526 0.141424 0.092290 -0.1045 3.3164 2.4871
C 1.084927 -2.135157 -0.217941 0.3920 1.4154 -1.6016
H -2.035325 2.637922 -0.518915 -0.3401 0.3237 -0.2145
H -2.718520 1.883066 1.094961 0.8041 0.3698 -2.3738
H -2.849124 0.981082 -0.423504 -0.4756 0.4515 -0.7203
H -0.203238 1.615711 0.624448 0.2604 0.3490 0.4163
H 1.421047 1.253780 0.136702 1.1808 -2.2413 -1.1152
H 2.463041 0.256923 1.011763 -0.3187 -0.7304 -0.2583
H 2.546448 -0.120035 -0.668299 0.0448 0.2860 -1.1438
H 0.982927 -2.025542 -1.335867 0.8501 -1.0046 0.9316
H 2.074131 -2.399738 0.205821 -0.2380 0.4171 -0.8239
H 0.473255 -2.907842 0.145198 -1.3568 -0.6380 0.4988
```
Positions in Å, forces in eV/Å.

Energy above the lowest of the compared OMol25 structures with the same formula, charge and spin ... 67.7 kcal/mol
HOMO energy ... -13.7 eV
Molar mass ... 121.591 g/mol
LUMO level ... -4.7 eV
Charge ... +1
SMILES string ... C/[NH+]=C(\Cl)N(C)C

***

6.
Formula: C4H10ClN2O
Source: the OMol25 dataset
Level of theory: ωB97M-V/def2-TZVPD

The geometry in XYZ format:
```
18
Properties=species:S:1:pos:R:3:forces:R:3
C -1.963041 0.182981 0.342130 0.8286 -0.7164 -0.4336
C -1.215138 -0.882642 -0.453934 0.7968 0.8464 -0.6514
C 1.130795 1.450981 -0.590524 -1.1938 -0.0076 0.3961
C -0.337780 -1.794003 0.443593 0.0027 1.8377 2.4635
N -0.290587 -0.140231 -1.529037 -6.6117 -0.6047 -0.6124
N 2.045692 1.409085 0.628782 -0.2763 -2.8987 0.7407
O 0.833023 0.205198 -1.005648 6.1072 0.6860 2.4117
Cl -3.329710 0.920375 -0.294222 -0.2486 -0.0560 -0.3378
H -1.579611 0.736917 1.189632 0.3094 -0.4443 0.1052
H -1.954294 -1.402113 -1.112742 0.6874 0.1943 0.6295
H 0.356643 2.231730 -0.551198 0.2906 -0.4111 -0.1164
H 0.237429 -2.656149 0.202132 0.5495 -0.2991 -1.7952
H -0.972570 -2.276635 1.173494 -0.5917 0.3179 0.4667
H 0.389072 -1.146837 1.092228 -1.3180 -0.9386 -1.1040
H -0.196555 -0.812253 -2.277418 0.9877 0.0102 -0.0915
H 1.569565 1.069355 1.612222 1.1446 1.3842 -2.6936
H 2.541830 2.325794 0.705430 -0.3463 -1.0078 0.2041
H 2.735242 0.578439 0.425078 -1.1179 2.1074 0.4183
```
Positions in Å, forces in eV/Å.

Energy above the lowest of the compared OMol25 structures with the same formula, charge and spin ... 160.9 kcal/mol
HOMO energy (spin up / spin down) ... -11.6 / -13.0 eV
Molar mass ... 137.590 g/mol
LUMO level (spin up / spin down) ... -4.9 / -4.0 eV
Charge ... +1